[1]
Density functional theory data (ωB97M-V/def2-TZVPD) for C16H23BN6O2ReS2 as an isolated structure.

## Properties
multiplicity	2
gap between HOMO and LUMO (alpha / beta)	6.042 / 6.576	eV
energy relative to the best compared isomer or geometry (same formula, charge and spin)	64.5	kJ/mol
total charge	+2
LUMO (alpha / beta)	-0.3159 / -0.2985	Ha

The geometry in XYZ format:
```
51
C16H23BN6O2ReS2 ωB97M-V/def2-TZVPD
Re -0.0230 -0.2431 -0.1493
C 3.0521 1.8658 1.8403
C 1.6125 1.5131 2.0235
C 0.6584 1.9123 1.0782
C -0.6961 1.5612 1.2437
C -1.0787 0.7784 2.3531
C -0.1381 0.4336 3.3167
C 1.1869 0.7996 3.1490
H 3.2520 2.2387 0.8376
H 3.6938 1.0062 2.0417
H 3.3366 2.6472 2.5490
H 0.9467 2.5518 0.2525
H -1.4419 2.0420 0.6211
H -2.1203 0.5257 2.5088
H -0.4410 -0.1224 4.1935
H 1.9160 0.5250 3.9018
N -2.2920 -0.2708 -0.3258
N -2.6016 0.4062 -1.5236
C -1.6194 1.1924 -2.1302
O -1.8755 1.9650 -2.9982
O -0.3879 0.9681 -1.6450
H -2.6121 -1.2326 -0.4082
H -2.7803 0.1549 0.4605
H -3.5621 0.6752 -1.6789
C 4.7677 -1.8322 -1.6841
N 3.8545 -2.3935 -0.6851
C 4.0408 -3.5669 0.0011
C 2.9834 -3.7063 0.8395
N 2.1551 -2.6209 0.6649
B 0.8118 -2.4490 1.4238
N -0.2419 -3.4433 0.9247
C -0.7089 -4.5807 1.5579
C -1.5185 -5.2286 0.6912
N -1.5526 -4.4798 -0.4710
C -2.2660 -4.8331 -1.6977
C -0.7693 -3.4080 -0.3033
S -0.4163 -2.1987 -1.4894
C 2.7090 -1.8360 -0.2680
S 2.1164 -0.2928 -0.8139
H 5.4532 -2.6136 -1.9969
H 5.3307 -1.0065 -1.2539
H 4.2008 -1.4866 -2.5448
H 4.9003 -4.1930 -0.1628
H 2.7579 -4.4876 1.5437
H 0.9613 -2.5475 2.6029
H 0.3586 -1.2636 1.3243
H -0.4354 -4.8203 2.5701
H -2.0769 -6.1424 0.7919
H -3.0687 -5.5200 -1.4473
H -1.5864 -5.3070 -2.4031
H -2.6834 -3.9346 -2.1464
```

[2]
Density functional theory data (ωB97M-V/def2-TZVPD) for C20H40NO4PtS2SeSi as an isolated structure at a distorted geometry.

## Properties
multiplicity	3
gap between HOMO and LUMO (alpha / beta)	5.712 / 6.644	eV
energy relative to the best compared isomer or geometry (same formula, charge and spin)	104.1	kJ/mol
total charge	-1
LUMO (alpha / beta)	0.0913 / 0.0789	Ha

The geometry in XYZ format:
```
70
C20H40NO4PtS2SeSi ωB97M-V/def2-TZVPD
Pt -0.1199 -0.2788 -2.0885
C -1.8195 2.6316 -0.1436
C -0.5908 2.7782 0.6975
C 0.7092 3.0698 -0.1390
C -0.8842 3.8676 1.7568
O -0.3394 1.5476 1.4218
Si -0.1662 -0.0263 1.3040
S 1.1856 -0.5700 -0.2825
O 0.3275 -0.5263 2.7690
C 1.4712 -0.5474 3.6447
C 2.0124 -1.9981 3.6944
C 1.0030 -0.1225 5.0816
C 2.5186 0.3766 3.1304
O -1.5840 -0.7659 0.9319
C -2.3947 -1.8248 1.5157
C -1.7491 -3.1554 1.1232
C -3.7704 -1.6346 0.9044
C -2.4195 -1.6188 3.0370
H -1.7701 3.2692 -1.0163
H -2.7461 2.8063 0.4777
H -1.9375 1.6503 -0.6845
H 0.6324 3.9582 -0.6992
H 0.9436 2.1931 -0.7926
H 1.6274 3.2202 0.5319
H -1.0331 4.8519 1.2744
H 0.0595 3.8471 2.3846
H -1.8073 3.6307 2.2948
H 1.6482 -2.5099 4.6203
H 3.1339 -1.9947 3.6992
H 1.7125 -2.5496 2.7887
H 0.3173 -0.9362 5.3561
H 0.4893 0.8375 5.0267
H 1.8444 -0.0643 5.7658
H 2.7158 0.0041 2.0555
H 3.4052 0.4630 3.7692
H 2.1331 1.3885 2.8624
H -1.7959 -3.3086 0.0015
H -2.3150 -4.0120 1.4750
H -0.7331 -3.2845 1.5049
H -3.7889 -1.7066 -0.2061
H -4.2135 -0.6526 1.0587
H -4.4428 -2.4374 1.3540
H -1.4031 -1.8442 3.3918
H -3.2369 -2.2151 3.4402
H -2.5729 -0.5687 3.2365
C -0.4107 -2.2779 -2.7388
H -1.1127 -2.7562 -2.1149
H 0.6212 -2.7039 -2.7471
H -0.7277 -2.2468 -3.7843
Se -0.6328 1.6337 -3.5281
C -2.1628 0.7617 -4.2175
C -3.2836 0.8235 -3.3943
C -4.4415 0.1159 -3.8401
N -4.4690 -0.4770 -5.0226
C -3.4655 -0.3904 -5.8557
C -2.2879 0.2148 -5.4781
H -3.3566 1.3965 -2.5198
H -5.3149 0.1169 -3.2271
H -3.6150 -0.7711 -6.9096
H -1.5186 0.3963 -6.2532
C 6.3038 0.4311 -3.3319
S 6.3193 0.2278 -1.5082
C 4.5626 -0.0373 -1.2020
O 7.0365 -1.0142 -1.1669
H 5.8080 -0.3978 -3.8483
H 7.3376 0.5738 -3.6097
H 5.7715 1.3750 -3.6397
H 4.0379 0.8421 -1.5111
H 4.4774 -0.1348 -0.1123
H 4.2671 -0.9401 -1.7685
```

[3]
Density functional theory data (ωB97M-V/def2-TZVPD) for C4H9N2 as an isolated structure at a distorted geometry.

## Properties
gap between HOMO and LUMO	10.838	eV
energy relative to the best compared isomer or geometry (same formula, charge and spin)	250.9	kJ/mol
total charge	+1
LUMO	-0.1460	Ha

The geometry in XYZ format:
```
15
C4H9N2 ωB97M-V/def2-TZVPD
C 0.6260 -0.7496 -1.3268
C -0.5064 -0.5547 0.2886
C -0.0230 -0.4243 1.6847
C 0.1885 1.7350 -0.7731
N -0.0003 -1.6216 -0.5016
N 0.1353 0.3062 -0.6677
H 1.1858 -0.9011 -2.2499
H -1.5787 -0.5905 0.3471
H 0.9170 0.2435 1.6802
H 0.1134 -1.3968 2.1740
H -0.9390 0.0913 2.0637
H 0.6863 2.1714 -1.6857
H 0.4549 2.2167 0.1425
H -0.9071 1.9991 -0.7987
H -0.3525 -2.5248 -0.3774
```

[4]
Density functional theory data (ωB97M-V/def2-TZVPD) for C13H17ClN6O8STi as an isolated structure at a distorted geometry.

## Properties
multiplicity	2
gap between HOMO and LUMO (alpha / beta)	6.279 / 8.543	eV
energy relative to the best compared isomer or geometry (same formula, charge and spin)	158.8	kJ/mol
total charge	-1
LUMO (alpha / beta)	0.0971 / 0.0967	Ha

The geometry in XYZ format:
```
47
C13H17ClN6O8STi ωB97M-V/def2-TZVPD
Ti -0.4442 0.3657 -1.1345
O 0.9247 -0.0247 0.0383
C 2.0950 0.7152 0.1992
C 1.8392 1.9121 1.1459
N 0.6003 2.5759 0.8341
C 0.6502 3.5940 -0.1780
C 0.8882 2.9726 -1.5665
O 1.7115 3.4250 -2.3255
O 0.1283 1.9316 -1.7924
C -0.5147 2.5465 1.7382
C -1.7607 1.7899 1.2116
O -2.8303 1.9778 1.7497
O -1.5341 0.9605 0.2406
H 0.1561 -0.6150 1.4375
H 2.4518 1.0848 -0.7702
H 2.8850 0.0812 0.6216
H 2.6848 2.6097 1.0682
H 1.7957 1.5440 2.1742
H 1.4440 4.3283 0.0017
H -0.3131 4.1069 -0.2139
H -0.8410 3.5499 2.0278
H -0.2303 2.0233 2.6545
N -2.3073 -3.5390 -0.9605
C -1.6937 -2.4688 -1.4580
N -1.1720 -1.7697 -0.4683
C -1.5050 -2.4954 0.6583
N -2.2165 -3.5765 0.3846
C -1.1079 -2.1728 2.0063
C -1.4718 -2.9491 3.0966
N -1.1169 -2.7136 4.3541
C -0.3288 -1.6006 4.5400
C 0.0826 -0.8098 3.5239
N -0.3011 -1.0684 2.2378
H -2.8328 -4.2411 -1.4467
H -1.6150 -2.2584 -2.5131
H -2.0979 -3.8142 2.9133
H -0.0405 -1.3884 5.5608
H 0.7150 0.0537 3.6777
Cl -2.3242 0.3837 -2.4402
C 2.0268 -1.0997 -4.3895
S 0.3666 -0.6422 -3.8874
O 0.1223 0.6630 -4.4185
O -0.4950 -1.7235 -4.3155
O 0.5246 -0.6716 -2.3716
H 1.9926 -1.3943 -5.4347
H 2.3482 -1.9301 -3.7648
H 2.6614 -0.2282 -4.2465
```